# 1
The following is a quantum chemistry calculation of an isolated molecule of C4H8N2, from the OMol25 dataset.

**SMILES string**: C1N[C@H]1[C@H]1CN1
**E_HOMO**: -0.3339 hartree
**Energy above the lowest of the compared OMol25 structures with the same formula, charge and spin**: 393.6 kJ/mol
**Orbital gap**: 0.37847 hartree
**E_LUMO**: 1.2138 eV
**Calculated total energy**: -7253.7963 eV

Structure (ORCA input):
```
! wB97M-V def2-TZVPD RIJCOSX def2/J DEFGRID3
* xyz 0 1
C 0.06 1.07 -1.46
N -1.22 1.10 -0.77
C 0.02 0.82 -0.01
C -0.19 -0.63 0.33
C 0.99 -1.49 0.73
N 0.06 -0.99 1.74
H 0.42 2.03 -1.82
H 0.21 0.22 -2.12
H -1.72 1.96 -0.66
H 0.38 1.55 0.71
H -1.25 -0.44 -0.35
H 2.01 -1.08 0.82
H 1.01 -2.56 0.51
H -0.55 -1.73 2.04
*
```



# 2
The following is a quantum chemistry calculation of a cluster of 2 separate species, C14H19BN in total, from the OMol25 dataset.

**E_HOMO**: -0.3747 hartree
**Energy above the lowest of the compared OMol25 structures with the same formula, charge and spin**: 80.4 kJ/mol
**Orbital gap**: 0.21282 hartree
**E_LUMO**: -4.4057 eV
**Calculated total energy**: -16984.3627 eV

Structure (ORCA input):
```
! wB97M-V def2-TZVPD RIJCOSX def2/J DEFGRID3
* xyz 1 1
C -3.24 -0.32 -3.72
C -3.26 0.58 -2.54
N -2.37 0.29 -1.57
B -1.57 -0.96 -1.77
H 2.78 -0.93 0.72
C -2.21 1.11 -0.51
C -1.14 0.77 0.46
C -3.00 2.23 -0.35
C -3.98 2.52 -1.30
C -4.08 1.68 -2.41
H -4.03 -0.06 -4.42
H -2.28 -0.26 -4.25
H -3.37 -1.37 -3.42
H -2.09 -1.97 -1.46
H -0.51 -0.81 -2.28
H -1.14 1.52 1.26
H -1.32 -0.22 0.91
H -0.14 0.77 -0.02
H -2.83 2.84 0.53
H -4.63 3.38 -1.16
H -4.80 1.89 -3.19
C 2.13 -0.95 1.57
C 2.49 0.31 2.27
C 3.80 0.69 2.33
C 4.90 -0.17 2.06
C 4.92 -1.55 2.04
C 3.87 -2.49 2.31
C 2.56 -2.17 2.30
H 1.07 -1.04 1.25
H 1.70 0.99 2.58
H 4.05 1.75 2.50
H 5.87 0.31 1.94
H 5.89 -2.05 1.95
H 4.16 -3.52 2.57
H 1.79 -2.80 2.80
*
```



# 3
The following is a quantum chemistry calculation of a cluster of 11 separate species, C44H121N11O11 in total, from the OMol25 dataset.

**SMILES string**: COC[C@H](C)N.COC[C@H](C)N.COC[C@H](C)N.COC[C@H](C)N.COC[C@H](C)N.COC[C@H](C)N.COC[C@H](C)N.COC[C@H](C)N.COC[C@H](C)N.COC[C@H](C)N.COC[C@H](C)N
**E_HOMO**: -0.3255 hartree
**Energy above the lowest of the compared OMol25 structures with the same formula, charge and spin**: 144.4 kJ/mol
**Orbital gap**: 0.34601 hartree
**E_LUMO**: 0.5574 eV
**Calculated total energy**: -86497.7377 eV

Structure (ORCA input):
```
! wB97M-V def2-TZVPD RIJCOSX def2/J DEFGRID3
* xyz 0 1
C -1.02 -1.56 0.64
C -1.34 -0.30 1.46
C -0.48 0.89 1.09
O 0.89 0.54 1.21
C 1.74 1.41 0.53
N -2.74 0.08 1.37
H -1.07 -2.43 1.29
H 0.01 -1.54 0.26
H -1.60 -1.63 -0.29
H -1.06 -0.61 2.47
H -0.64 1.73 1.78
H -0.67 1.18 0.04
H 1.57 1.33 -0.56
H 2.75 1.08 0.74
H 1.58 2.48 0.73
H -3.28 -0.77 1.51
H -2.90 0.44 0.43
C -3.95 1.99 -3.26
C -2.64 2.75 -3.23
C -1.73 2.12 -2.22
O -0.39 2.48 -2.41
C -0.08 3.77 -1.91
N -2.06 2.57 -4.60
H -4.28 1.79 -2.23
H -3.96 1.03 -3.77
H -4.74 2.57 -3.73
H -2.85 3.81 -3.09
H -1.86 1.04 -2.18
H -1.99 2.48 -1.20
H 1.01 3.77 -1.93
H -0.25 3.81 -0.81
H -0.61 4.57 -2.43
H -1.95 1.55 -4.69
H -1.08 2.86 -4.64
C 1.75 9.29 -1.02
C 0.55 8.64 -0.36
C 0.89 7.50 0.56
O 1.47 6.46 -0.17
C 1.93 5.41 0.67
N -0.19 9.67 0.39
H 2.52 9.57 -0.30
H 1.45 10.19 -1.57
H 2.17 8.61 -1.77
H -0.11 8.26 -1.15
H -0.09 7.09 0.89
H 1.42 7.84 1.45
H 2.52 4.73 0.07
H 1.03 4.92 1.08
H 2.55 5.74 1.51
H -0.95 9.25 0.91
H -0.59 10.31 -0.28
C -4.01 -3.93 0.21
C -5.03 -2.80 0.11
C -6.35 -3.39 -0.40
O -7.30 -2.36 -0.49
C -8.60 -2.83 -0.85
N -5.20 -2.10 1.43
H -3.64 -4.23 -0.77
H -4.43 -4.74 0.80
H -3.12 -3.59 0.74
H -4.68 -2.00 -0.56
H -6.71 -4.09 0.38
H -6.16 -3.92 -1.34
H -8.68 -3.12 -1.90
H -9.27 -1.99 -0.66
H -8.89 -3.69 -0.23
H -5.60 -2.82 2.05
H -6.00 -1.50 1.24
C 6.02 -1.08 -5.90
C 5.89 -0.09 -4.74
C 4.46 0.25 -4.54
O 4.36 1.39 -3.65
C 3.10 1.54 -3.04
N 6.46 -0.74 -3.54
H 5.37 -1.94 -5.78
H 7.05 -1.38 -6.11
H 5.65 -0.60 -6.83
H 6.45 0.81 -5.02
H 3.86 -0.57 -4.12
H 4.02 0.57 -5.50
H 2.78 0.81 -2.28
H 2.29 1.62 -3.78
H 3.12 2.54 -2.60
H 6.14 -0.20 -2.72
H 7.46 -0.56 -3.51
C -4.12 -5.07 8.50
C -4.03 -5.50 7.02
C -3.37 -4.42 6.20
O -3.35 -4.88 4.86
C -3.21 -3.85 3.86
N -3.27 -6.77 6.98
H -4.41 -5.94 9.10
H -4.87 -4.30 8.70
H -3.13 -4.81 8.88
H -5.03 -5.69 6.66
H -2.33 -4.27 6.54
H -3.87 -3.44 6.26
H -2.65 -4.23 3.00
H -2.69 -2.98 4.27
H -4.23 -3.57 3.58
H -3.18 -6.99 5.98
H -2.32 -6.59 7.30
C 0.12 -3.57 -3.85
C -0.10 -2.07 -4.05
C -1.27 -1.84 -4.95
O -1.51 -0.48 -5.21
C -2.15 -0.29 -6.47
N -0.31 -1.49 -2.71
H 0.53 -3.82 -2.87
H 0.77 -3.98 -4.63
H -0.84 -4.10 -3.98
H 0.81 -1.62 -4.48
H -2.15 -2.31 -4.50
H -1.02 -2.33 -5.91
H -1.46 -0.36 -7.31
H -2.60 0.70 -6.46
H -2.97 -1.01 -6.57
H 0.59 -1.43 -2.23
H -0.65 -0.53 -2.79
C 1.40 -4.24 4.52
C 2.41 -5.29 4.07
C 2.41 -5.48 2.58
O 1.09 -5.83 2.16
C 1.03 -5.89 0.74
N 3.81 -4.88 4.44
H 0.39 -4.59 4.31
H 1.58 -3.28 4.03
H 1.40 -4.07 5.61
H 2.20 -6.24 4.56
H 3.10 -6.30 2.35
H 2.73 -4.59 2.02
H 0.82 -4.90 0.33
H 0.20 -6.54 0.45
H 1.94 -6.31 0.33
H 3.96 -3.96 4.05
H 3.84 -4.79 5.45
C 6.20 2.67 0.26
C 5.96 4.18 0.10
C 6.07 4.96 1.38
O 6.12 6.31 1.13
C 6.37 7.01 2.31
N 6.97 4.66 -0.90
H 7.07 2.49 0.90
H 6.35 2.22 -0.72
H 5.33 2.23 0.77
H 4.98 4.30 -0.40
H 6.93 4.62 1.98
H 5.19 4.69 1.99
H 5.51 6.86 2.99
H 6.44 8.06 2.07
H 7.26 6.62 2.80
H 7.10 5.67 -0.82
H 6.65 4.50 -1.85
C -7.23 2.38 0.63
C -5.81 2.87 0.40
C -5.17 3.58 1.56
O -4.99 2.63 2.59
C -4.14 3.10 3.60
N -4.90 1.76 -0.01
H -7.63 1.86 -0.25
H -7.95 3.16 0.92
H -7.24 1.69 1.49
H -5.77 3.60 -0.42
H -5.74 4.43 1.95
H -4.17 3.84 1.19
H -4.38 2.60 4.53
H -4.27 4.18 3.76
H -3.10 2.92 3.31
H -4.48 1.41 0.85
H -5.50 1.07 -0.45
C 4.47 -1.79 0.24
C 3.84 -2.26 -1.03
C 4.30 -3.64 -1.45
O 3.86 -4.70 -0.62
C 4.39 -5.94 -1.02
N 2.39 -2.07 -0.99
H 4.55 -0.70 0.25
H 5.50 -2.12 0.39
H 3.92 -2.15 1.11
H 4.21 -1.64 -1.85
H 5.40 -3.63 -1.46
H 4.03 -3.77 -2.52
H 5.33 -6.10 -0.49
H 4.63 -5.95 -2.09
H 3.69 -6.73 -0.77
H 1.92 -2.86 -1.43
H 2.05 -2.15 -0.02
*
```



# 4
The following is a quantum chemistry calculation of a structure of composition CHAgLiO3, from the OMol25 dataset.

**E_HOMO**: -0.1090 hartree
**Energy above the lowest of the compared OMol25 structures with the same formula, charge and spin**: 0.0 kJ/mol
**Orbital gap**: 0.18097 hartree
**E_LUMO**: 1.9592 eV
**Calculated total energy**: -11398.3027 eV

Structure (ORCA input):
```
! wB97M-V def2-TZVPD RIJCOSX def2/J DEFGRID3
* xyz -1 1
O 1.72 0.58 0.03
H 3.40 -0.72 -0.52
C 1.72 -0.61 0.39
O 2.76 -1.34 -0.12
O -2.93 0.76 1.01
Li -3.41 0.79 2.63
Ag -0.87 0.42 0.41
*
```



# 5
The following is a quantum chemistry calculation of a structure of composition C14H26O12Tl, from the OMol25 dataset.

**E_HOMO (alpha / beta)**: -0.5690 / -0.5660 hartree
**Orbital gap (alpha / beta)**: 0.17670 / 0.15542 hartree
**E_LUMO (alpha / beta)**: -10.6749 / -11.1723 eV
**<S²>**: 0.76
**Calculated total energy**: -44177.7365 eV

Structure (ORCA input):
```
! wB97M-V def2-TZVPD RIJCOSX def2/J DEFGRID3
* xyz 2 2
Tl -15.59 -23.91 13.67
C -17.79 -28.02 16.05
C -17.36 -26.84 15.35
C -18.49 -25.91 14.76
O -18.24 -25.01 13.89
C -19.84 -26.24 15.04
C -20.17 -27.26 15.82
C -19.13 -28.28 16.21
O -19.41 -29.43 16.73
O -21.44 -27.34 16.14
O -16.21 -26.43 15.23
H -17.04 -28.75 16.33
H -20.58 -25.62 14.58
C -16.53 -26.04 10.62
C -15.21 -25.68 9.93
O -14.75 -24.42 10.36
O -16.38 -26.28 12.02
H -16.96 -26.93 10.15
H -17.28 -25.29 10.40
H -15.16 -25.86 8.86
H -14.43 -26.35 10.27
H -14.04 -24.23 9.74
H -15.85 -27.08 12.02
C -17.81 -22.73 16.77
C -18.50 -22.29 15.52
O -17.64 -21.90 14.49
O -16.97 -23.82 16.45
H -18.56 -22.98 17.52
H -17.33 -21.90 17.30
H -19.05 -21.42 15.87
H -19.32 -22.95 15.23
H -17.95 -21.03 14.24
H -16.66 -24.26 17.24
C -16.66 -21.19 11.29
C -15.18 -21.10 10.87
O -14.38 -21.40 12.00
O -17.02 -22.56 11.46
H -17.36 -20.73 10.59
H -16.86 -20.66 12.22
H -14.75 -20.17 10.51
H -15.03 -21.90 10.15
H -13.48 -21.28 11.70
H -17.85 -22.76 11.01
C -12.39 -25.90 13.71
C -11.94 -24.70 12.83
O -12.62 -23.52 13.22
O -13.81 -26.21 13.65
H -12.16 -25.65 14.75
H -11.80 -26.77 13.43
H -12.19 -24.87 11.79
H -10.89 -24.41 12.87
H -12.02 -22.83 12.91
H -13.83 -27.14 13.89
*
```



# 6
The following is a quantum chemistry calculation of a structure of composition C5H12N6O9Zn, from the OMol25 dataset.

**E_HOMO**: 0.0538 hartree
**Energy above the lowest of the compared OMol25 structures with the same formula, charge and spin**: 667.9 kJ/mol
**Orbital gap**: 0.08659 hartree
**E_LUMO**: 3.8214 eV
**Calculated total energy**: -81164.3100 eV

Structure (ORCA input):
```
! wB97M-V def2-TZVPD RIJCOSX def2/J DEFGRID3
* xyz -2 1
Zn -0.62 -0.97 -0.02
C -0.46 -3.48 0.77
O -0.51 -3.01 -0.42
O -1.53 -3.91 1.39
O 0.02 -2.48 1.44
C -1.85 0.17 1.85
O -2.35 -0.75 1.12
O -0.85 0.57 1.20
O -1.64 -0.23 3.07
C 1.90 0.49 -1.33
O 1.22 -0.12 -0.53
N 1.42 1.33 -2.26
N 3.25 0.40 -1.41
H 2.01 1.99 -2.73
H 0.42 1.45 -2.32
H 3.70 1.02 -2.06
H 3.77 0.13 -0.59
C -2.18 -0.19 -2.58
O -1.29 -0.57 -1.82
N -2.11 -0.30 -3.92
N -3.26 0.47 -2.15
H -1.30 -0.62 -4.42
H -2.86 0.15 -4.42
H -3.18 1.00 -1.29
H -4.04 0.84 -2.67
C 1.98 0.98 3.47
O 3.02 1.28 4.09
N 1.90 0.39 2.26
N 0.81 1.09 4.08
H 2.80 0.29 1.83
H 1.04 0.42 1.73
H -0.02 0.73 3.59
H 0.80 1.42 5.03
*
```



# 7
The following is a quantum chemistry calculation of a structure of composition C9H20Cl2N2O2PSSn, from the OMol25 dataset.

**E_HOMO (alpha / beta)**: -0.7407 / -0.7206 hartree
**Energy above the lowest of the compared OMol25 structures with the same formula, charge and spin**: 115.6 kJ/mol
**Orbital gap (alpha / beta)**: 0.22097 / 0.18719 hartree
**E_LUMO (alpha / beta)**: -14.1419 / -14.5140 eV
**Calculated total energy**: -67701.4806 eV

Structure (ORCA input):
```
! wB97M-V def2-TZVPD RIJCOSX def2/J DEFGRID3
* xyz 3 1
C 2.22 2.89 1.57
C 2.09 1.56 0.95
H 3.27 3.09 1.82
H 1.61 2.93 2.49
H 1.84 3.69 0.90
O 2.87 0.65 0.80
Cl -2.75 1.56 1.14
Sn -0.39 1.14 0.71
P 0.80 1.67 -1.79
C 1.84 0.45 -2.67
C -0.52 1.93 -3.03
H 1.30 4.01 -1.49
H 1.87 3.36 -3.07
H 2.80 3.03 -1.56
C 1.80 3.17 -1.99
H -1.33 2.50 -2.57
H -0.08 2.50 -3.86
H 2.10 0.90 -3.64
H 1.28 -0.47 -2.83
H -0.89 0.96 -3.37
H 2.76 0.25 -2.11
C 1.44 -1.35 0.17
O 2.14 -2.04 -0.41
Cl -1.09 -0.67 -0.96
C -3.52 -2.55 2.29
N -2.49 -1.54 2.15
C -1.19 -1.80 2.19
S -0.04 -0.58 2.66
N -0.75 -3.06 1.94
C -1.20 -3.84 0.76
H -3.04 -3.52 2.37
H -4.20 -2.54 1.43
H -4.10 -2.37 3.20
H -2.76 -0.55 2.23
H 0.23 -3.21 2.18
H -0.42 -3.83 -0.01
H -1.35 -4.89 1.07
H -2.13 -3.44 0.34
*
```



# 8
The following is a quantum chemistry calculation of a structure of composition C2H6NO2Si, from the OMol25 dataset.

**E_HOMO (alpha / beta)**: -0.1785 / -0.1633 hartree
**Energy above the lowest of the compared OMol25 structures with the same formula, charge and spin**: 303.2 kJ/mol
**Orbital gap (alpha / beta)**: 0.30941 / 0.28720 hartree
**E_LUMO (alpha / beta)**: 3.5614 / 3.3720 eV
**Calculated total energy**: -15632.0048 eV

Structure (ORCA input):
```
! wB97M-V def2-TZVPD RIJCOSX def2/J DEFGRID3
* xyz -1 1
C -1.13 0.79 0.78
C 1.89 1.18 -0.25
N -0.37 0.23 -0.11
O -2.08 -0.09 0.91
O -0.93 1.82 1.37
Si -0.87 -1.34 -0.39
H 2.37 0.68 0.50
H 1.86 0.56 -1.19
H 1.55 2.16 -0.18
H -2.11 -1.78 -1.03
H -0.59 -2.28 0.77
H 0.39 -1.95 -1.18
*
```



# 9
The following is a quantum chemistry calculation of an isolated molecule of C7H11NO4, from the OMol25 dataset.

**SMILES string**: O=C(O)[C@H]1CCCN[C@H]1C(=O)O
**E_HOMO**: -0.3474 hartree
**Energy above the lowest of the compared OMol25 structures with the same formula, charge and spin**: 44.5 kJ/mol
**Orbital gap**: 0.35764 hartree
**E_LUMO**: 0.2777 eV
**Calculated total energy**: -17116.7298 eV

Structure (ORCA input):
```
! wB97M-V def2-TZVPD RIJCOSX def2/J DEFGRID3
* xyz 0 1
C 1.64 0.96 -1.22
C 0.98 -0.10 -0.31
C 0.74 0.52 1.11
C 0.17 -0.41 2.17
C -0.58 -1.57 1.44
C -0.32 -0.73 -0.82
C -1.04 0.11 -1.80
H 0.04 1.93 -1.26
H 1.71 -0.96 -0.34
H 1.71 0.87 1.51
H 0.01 1.48 1.08
H 0.93 -0.65 2.96
H -0.51 0.16 2.76
H 0.18 -2.33 1.25
H -1.39 -1.98 2.09
H -1.90 -0.28 0.38
H 0.02 -1.54 -1.42
H -2.30 1.51 -2.22
N -1.26 -1.11 0.25
O 0.95 2.11 -1.43
O 2.73 0.84 -1.70
O -1.82 1.11 -1.45
O -0.68 0.05 -3.03
*
```



Number 1: maximum force 0.074 hartree/bohr. Number 2: maximum force 0.029 hartree/bohr. Number 3: maximum force 0.053 hartree/bohr. Number 4: maximum force 0.026 hartree/bohr. Number 5: maximum force 0.159 hartree/bohr. Number 6: maximum force 0.200 hartree/bohr. Number 7: maximum force 0.108 hartree/bohr. Number 8: maximum force 0.096 hartree/bohr. Number 9: maximum force 0.150 hartree/bohr.